Entry 1:
This record from the OMol25 dataset describes a structure of composition C16H26N2O3S. The level of theory is ωB97M-V/def2-TZVPD.

Summary:
Strongest force on any atom, eV/Å: 17.3
Relative energy (zero: lowest compared OMol25 entry of this formula, charge and spin), kJ/mol: 1638.7
Highest occupied orbital energy, eV: -8.75
Gap between HOMO and LUMO, eV: 8.8

```
! RIJCOSX wB97M-V def2-TZVPD def2/J DEFGRID3
* xyz 0 1
C -2.944 2.780 -5.776
C -3.466 2.582 -4.497
C -2.573 1.515 -3.764
C -3.063 1.347 -2.238
C -2.022 0.626 -1.374
C -2.066 -0.959 -1.732
C -1.361 -1.867 -0.694
H -1.245 -2.969 -1.289
C 0.333 -1.631 -0.830
H 0.624 -1.384 -1.834
H 0.770 -2.643 -0.336
O 0.632 -0.512 -0.088
C 0.649 -0.300 1.224
O 0.440 -1.615 1.827
C 0.940 0.891 1.804
H 0.146 0.951 2.881
H 0.507 1.788 1.187
C 2.259 1.008 2.346
C 2.671 -0.125 3.121
C 3.157 -1.335 3.066
N 3.582 -2.142 4.010
C 3.084 -2.080 5.461
S 3.417 -3.170 6.474
N 2.463 -0.823 5.700
C 2.489 0.138 4.469
O 1.714 1.290 4.917
H 2.307 -0.364 6.590
H 3.892 -3.190 3.709
C 3.612 -1.766 1.787
H 2.952 -2.565 1.392
H 4.733 -2.199 1.623
H 3.702 -0.955 0.864
H 2.907 0.892 1.346
H 2.471 2.079 2.771
H -1.670 -1.829 0.167
H -3.117 -1.604 -2.011
H -1.453 -1.013 -2.926
H -2.741 0.353 -0.180
H -1.144 0.816 -1.308
H -4.058 0.657 -2.165
H -3.368 2.325 -1.647
H -2.582 0.466 -3.938
H -1.473 1.968 -3.411
H -4.398 2.245 -4.345
H -3.326 3.404 -3.806
H -2.875 1.957 -6.452
H -1.923 3.317 -5.739
H -3.585 3.647 -6.355
*
```

Entry 2:
This record from the OMol25 dataset describes the molecule C16H26N2O4S. The level of theory is ωB97M-V/def2-TZVPD.

Summary:
Strongest force on any atom, eV/Å: 1.0
Relative energy (zero: lowest compared OMol25 entry of this formula, charge and spin), kJ/mol: 167.3
Structure (SMILES): CCOc1ccc(N([C@@H](C)C(=O)N[C@@H](C)CC)S(C)(=O)=O)cc1
Highest occupied orbital energy, eV: -8.25
Gap between HOMO and LUMO, eV: 8.9

```
! RIJCOSX wB97M-V def2-TZVPD def2/J DEFGRID3
* xyz 0 1
C 1.884 1.190 5.640
C 0.370 1.361 5.737
O -0.201 1.846 4.538
C -0.359 1.011 3.475
C -0.114 -0.358 3.467
C -0.333 -1.100 2.320
C -0.781 -0.497 1.150
N -0.935 -1.285 -0.005
C -1.968 -1.024 -0.996
C -3.340 -0.881 -0.349
C -1.623 0.193 -1.882
O -2.303 1.198 -1.933
N -0.479 0.015 -2.561
C 0.060 0.985 -3.494
C 1.351 1.585 -2.937
C 0.247 0.346 -4.877
C 1.271 -0.785 -4.915
S 0.326 -2.298 -0.383
C 1.800 -1.267 -0.153
O 0.220 -2.612 -1.785
O 0.403 -3.404 0.519
C -1.029 0.875 1.156
C -0.829 1.610 2.305
H 2.144 0.443 4.894
H 2.342 2.134 5.356
H 2.280 0.880 6.603
H -0.110 0.425 6.046
H 0.132 2.130 6.477
H 0.234 -0.872 4.350
H -0.150 -2.163 2.324
H -1.962 -1.907 -1.644
H -3.541 -1.737 0.290
H -3.391 0.027 0.245
H -4.096 -0.824 -1.127
H -0.044 -0.899 -2.528
H -0.693 1.778 -3.572
H 2.096 0.811 -2.767
H 1.149 2.089 -1.994
H 1.756 2.312 -3.636
H -0.721 -0.039 -5.203
H 0.547 1.128 -5.577
H 1.292 -1.222 -5.911
H 1.020 -1.574 -4.209
H 2.269 -0.418 -4.691
H 2.621 -1.785 -0.633
H 1.985 -1.155 0.906
H 1.617 -0.309 -0.622
H -1.386 1.372 0.270
H -1.028 2.670 2.318
*
```

Entry 3:
This record from the OMol25 dataset describes a cluster of 4 separate species, C16H26N2O4S2 in total. The level of theory is ωB97M-V/def2-TZVPD.

Summary:
Strongest force on any atom, eV/Å: 2.1
Relative energy (zero: lowest compared OMol25 entry of this formula, charge and spin), kJ/mol: 218.9
Structure (SMILES): O=S1(=O)CCCC1.O=S1(=O)CCCC1.c1cc[nH]c1.c1cc[nH]c1
Highest occupied orbital energy, eV: -7.44
Gap between HOMO and LUMO, eV: 7.8

```
! RIJCOSX wB97M-V def2-TZVPD def2/J DEFGRID3
* xyz 0 1
O -1.870 0.432 -1.289
S -3.261 0.576 -0.949
O -4.211 1.103 -1.909
C -3.891 -1.055 -0.422
C -3.597 -1.054 1.058
C -3.970 0.303 1.651
C -3.442 1.354 0.658
H -3.344 -1.746 -1.060
H -4.944 -1.046 -0.698
H -4.112 -1.774 1.706
H -2.554 -1.346 1.211
H -3.504 0.375 2.630
H -5.057 0.365 1.720
H -2.425 1.560 1.011
H -3.979 2.298 0.675
O -0.690 1.074 2.518
S 0.627 1.315 3.094
O 1.734 1.236 2.163
C 0.600 2.973 3.892
C 0.614 2.649 5.389
C 1.300 1.306 5.665
C 0.887 0.292 4.572
H -0.293 3.439 3.480
H 1.412 3.593 3.514
H 1.039 3.470 5.964
H -0.430 2.568 5.704
H 0.883 0.896 6.582
H 2.377 1.456 5.687
H -0.040 -0.212 4.822
H 1.682 -0.362 4.222
C 2.290 -0.619 -6.655
C 2.822 -1.901 -6.415
C 3.515 -1.838 -5.221
N 3.284 -0.592 -4.674
C 2.498 0.136 -5.523
H 1.661 -0.261 -7.456
H 2.821 -2.725 -7.108
H 3.930 -2.643 -4.643
H 3.808 -0.243 -3.895
H 2.128 1.107 -5.243
C 2.442 -1.316 -1.231
C 2.175 -2.322 -2.166
C 0.826 -2.362 -2.432
N 0.214 -1.468 -1.537
C 1.208 -0.878 -0.834
H 3.399 -0.948 -0.906
H 2.903 -2.924 -2.686
H 0.207 -2.948 -3.089
H -0.738 -1.142 -1.505
H 1.067 -0.154 -0.042
*
```

Entry 4:
This record from the OMol25 dataset describes a structure of composition C16H26N2OS. The level of theory is ωB97M-V/def2-TZVPD.

Summary:
Strongest force on any atom, eV/Å: 19.8
Relative energy (zero: lowest compared OMol25 entry of this formula, charge and spin), kJ/mol: 1586.8
Highest occupied orbital energy, eV: -8.08
Gap between HOMO and LUMO, eV: 8.6

```
! RIJCOSX wB97M-V def2-TZVPD def2/J DEFGRID3
* xyz 0 1
C 3.324 0.706 -3.677
C 2.368 0.461 -2.451
C 1.576 -0.951 -2.496
C 2.633 -2.113 -2.584
H 3.245 -2.015 -1.875
H 3.402 -2.158 -3.510
S 2.016 -3.732 -2.588
C 1.882 -4.339 -0.919
C 1.146 -3.508 0.077
H 1.365 -3.786 1.149
H 1.533 -2.605 0.220
C -0.362 -3.583 -0.215
N -1.077 -2.521 0.660
C -1.096 -1.343 0.815
O -0.712 -0.701 -0.318
N -1.550 -0.722 1.838
C -1.878 0.795 2.000
C -1.460 1.673 1.167
C -1.991 2.968 1.503
C -2.456 3.282 2.678
C -2.980 2.284 3.371
C -2.514 0.854 3.280
H -2.976 0.138 3.975
H -3.332 2.504 4.465
C -3.109 4.614 2.835
H -2.006 5.386 3.032
H -3.339 4.983 3.743
H -3.574 5.101 2.196
C -1.261 4.022 0.477
H -2.206 4.655 0.133
H -0.822 4.671 0.989
H -0.948 3.584 -0.488
H -1.044 1.377 0.319
H -2.027 -1.246 2.422
H -1.169 -3.071 1.662
H -0.769 -4.574 0.001
H -0.615 -2.982 -1.219
H 1.801 -5.325 -0.647
H 3.042 -4.347 -0.581
H 1.218 -1.193 -3.468
H 1.120 -0.928 -1.677
H 3.311 0.229 -1.519
H 1.789 1.105 -2.452
H 4.203 0.030 -3.957
H 3.691 1.542 -3.751
H 2.606 0.779 -4.615
*
```